This record from the Open Molecules 2025 dataset describes a single C21H35NO3 molecule. The level of theory is the ωB97M-V functional and the def2-TZVPD basis.

SMILES	C=C(C)[C@@H]1CC=C(CN2CCC(CCOC)(C(=O)OCC)CC2)CC1
net charge	0
LUMO level	0.8	eV
energy	-1101.63440	Ha
HOMO-LUMO gap	0.3133	hartree
multiplicity	1

Geometry as XYZ:
```
60
Properties=species:S:1:pos:R:3:lowdin_charge:R:1
C 0.65984 -2.58056 -0.81990 0.06
C 0.99926 -3.40360 0.15835 -0.33
C 2.42741 -3.82708 0.34862 -0.05
C 0.02119 -3.98829 1.15119 -0.29
C -1.45027 -3.75618 0.79846 -0.15
C -1.94233 -2.39447 1.18825 -0.06
C -1.29292 -1.54992 1.97931 -0.21
C -1.90543 -0.23355 2.42245 -0.15
N -1.70323 0.96119 1.63045 -0.16
C -0.34868 1.40592 1.40355 -0.15
C 0.28579 0.90796 0.09586 -0.09
C -0.60281 1.25310 -1.10036 -0.35
C -0.05537 0.68978 -2.43101 -0.08
C 1.38909 1.06689 -2.74893 -0.21
O 2.26145 0.16932 -2.09683 -0.21
C 3.61376 0.48002 -2.28868 -0.11
C -0.74559 2.75389 -1.32458 -0.46
O -1.66930 3.26193 -1.90869 0.12
O 0.30468 3.44933 -0.87451 -0.02
C 0.27165 4.86475 -1.05812 -0.21
C -0.54231 5.54643 0.03221 -0.06
C -1.99615 0.66262 -0.84151 -0.10
C -2.55410 1.18593 0.48805 -0.16
C 0.05278 -1.90564 2.54939 -0.15
C 0.26194 -3.41648 2.55528 -0.15
H -0.35572 -2.26426 -0.97781 0.05
H 1.39348 -2.17291 -1.49461 0.06
H 2.83603 -3.40888 1.26782 0.08
H 3.04051 -3.48539 -0.48102 0.08
H 2.49965 -4.91209 0.41674 0.08
H 0.20092 -5.07105 1.18518 0.14
H -2.06065 -4.49265 1.33492 0.12
H -1.61907 -3.93287 -0.26661 0.11
H -2.92774 -2.13887 0.81717 0.11
H -2.98832 -0.36404 2.50825 0.12
H -1.52216 -0.00425 3.42512 0.12
H 0.26473 1.09984 2.25298 0.12
H -0.36787 2.50317 1.38177 0.12
H 1.27139 1.35655 -0.01314 0.12
H 0.40741 -0.17534 0.12037 0.10
H -0.70061 1.04377 -3.23793 0.13
H -0.10864 -0.39791 -2.40133 0.11
H 1.60780 2.09794 -2.43445 0.12
H 1.55499 1.00687 -3.83754 0.13
H 3.85387 1.47799 -1.89923 0.09
H 3.88494 0.44719 -3.35228 0.09
H 4.18786 -0.26788 -1.74515 0.09
H 1.31666 5.18111 -1.02521 0.12
H -0.15587 5.08480 -2.04215 0.12
H -0.14622 5.29310 1.01297 0.08
H -1.57909 5.22415 -0.02503 0.08
H -0.50093 6.62375 -0.10057 0.08
H -2.67325 0.94423 -1.64896 0.12
H -1.91970 -0.42440 -0.80485 0.10
H -3.53064 0.73786 0.68234 0.12
H -2.69698 2.27070 0.39543 0.12
H 0.84344 -1.43267 1.95942 0.11
H 0.13149 -1.51903 3.56949 0.12
H 1.26744 -3.65635 2.90383 0.11
H -0.44951 -3.87548 3.24575 0.12
```

This record from the Open Molecules 2025 dataset describes a molecular structure, C4H10O2Pb at a distorted geometry. The level of theory is the ωB97M-V functional and the def2-TZVPD basis.

net charge	+1
LUMO level (spin up / spin down)	-5.1 / -4.8	eV
energy	-501.24687	Ha
HOMO-LUMO gap (spin up / spin down)	0.1962 / 0.2964	hartree
multiplicity	2
expectation value of S²	0.7550

Geometry as XYZ:
```
17
Properties=species:S:1:pos:R:3:lowdin_charge:R:1
H -0.19284 -1.90559 -1.50698 0.09
C 0.57189 -1.76236 1.15283 -0.09
O 0.07192 -0.44536 0.95656 -0.53
C -0.53117 -0.14322 -0.31453 -0.28
C 0.28148 -0.93021 -1.33380 -0.09
H 0.59794 -1.96304 2.22915 0.09
H -0.07591 -2.45891 0.60328 0.11
H 1.58521 -1.93465 0.76596 0.11
H -1.30813 0.63225 -0.19471 0.09
H 1.34093 -1.11323 -1.11120 0.09
H 0.29567 -0.37580 -2.28092 0.10
H -1.63617 -0.36051 -0.98188 0.20
C -0.39223 2.92588 -0.08355 0.02
O 0.30439 2.08359 0.55552 -0.36
Pb 0.20647 1.10137 2.52593 1.23
H -0.17658 3.99948 0.01290 0.12
H -0.94285 2.65030 -0.99455 0.11
```

This record from the Open Molecules 2025 dataset describes 5 unconnected molecules or ions with the total composition C37H67N3O19P4 at a distorted geometry. The level of theory is the ωB97M-V functional and the def2-TZVPD basis.

net charge	0
LUMO level	-1.5	eV
energy	-4409.13528	Ha
HOMO-LUMO gap	0.2322	hartree
multiplicity	1

Geometry as XYZ:
```
130
Properties=species:S:1:pos:R:3:lowdin_charge:R:1
C -4.80321 -1.30000 -5.18820 -0.10
O -3.38796 -1.46111 -5.29343 -0.19
C -3.00315 -2.66108 -4.65600 -0.25
C -1.51796 -3.05139 -4.88438 -0.14
C -0.64800 -3.00870 -3.57210 -0.18
C -1.24915 -3.93625 -2.49704 -0.18
C -1.05407 -3.47073 -1.01651 -0.12
C -1.30596 -1.99123 -0.76504 -0.07
C -0.22867 -1.09335 -0.53187 -0.07
C 1.21294 -1.50725 -0.50585 -0.15
C 2.24667 -0.82730 -1.21204 0.02
C 3.54870 -1.32470 -1.05560 -0.15
N 3.95484 -2.38410 -0.36690 0.06
C 2.99207 -3.02328 0.29157 -0.13
C 1.67511 -2.59234 0.24925 -0.04
C -0.47938 0.28630 -0.33007 0.04
C -1.77523 0.72929 -0.37653 0.02
N -2.78637 -0.12078 -0.59022 0.11
C -4.17588 0.50426 -0.60290 -0.70
O -4.70621 0.63334 0.50315 0.05
O -4.63593 0.85567 -1.68937 0.03
C -2.59035 -1.42041 -0.77223 -0.13
C -3.81472 -2.28145 -1.01043 -0.09
C -4.59514 -2.67625 0.29293 -0.15
C -3.77550 -2.52243 1.60167 -0.16
C -4.67253 -2.80263 2.85715 -0.11
N -5.23393 -1.53071 3.30043 -0.12
C -6.53409 -1.09030 3.16243 -0.12
C -6.64640 0.17474 3.67214 -0.09
C -5.33508 0.58085 4.18774 -0.07
C -4.57762 -0.52183 3.91830 -0.17
H -5.05566 -0.61242 -4.35959 0.09
H -5.19963 -0.88091 -6.12537 0.09
H -5.32448 -2.25415 -5.00062 0.09
H -3.61373 -3.51275 -5.02929 0.12
H -3.24103 -2.60390 -3.57384 0.09
H -1.42109 -4.08665 -5.25430 0.11
H -1.06691 -2.34130 -5.59441 0.11
H 0.37552 -3.31949 -3.84668 0.11
H -0.58257 -1.94797 -3.27573 0.11
H -2.30590 -4.18100 -2.68848 0.09
H -0.72233 -4.90681 -2.57662 0.12
H -1.80150 -4.03311 -0.42230 0.12
H -0.07801 -3.81580 -0.67263 0.09
H 2.02013 0.05878 -1.81165 0.12
H 4.33745 -0.76265 -1.57673 0.11
H 3.22211 -3.91018 0.89082 0.12
H 0.93830 -3.16005 0.82918 0.12
H 0.35518 0.97359 -0.17998 0.12
H -1.98571 1.79134 -0.23332 0.16
H -3.59321 -3.19741 -1.56607 0.09
H -4.50893 -1.70547 -1.65225 0.12
H -4.84555 -3.75284 0.22044 0.11
H -5.56916 -2.16307 0.35639 0.12
H -3.37670 -1.50601 1.73034 0.10
H -2.98965 -3.29877 1.57919 0.11
H -5.46417 -3.53140 2.64450 0.13
H -3.99078 -3.12174 3.66085 0.12
H -7.27316 -1.73385 2.68640 0.11
H -7.54840 0.78161 3.70917 0.09
H -5.03772 1.51559 4.64772 0.09
H -3.51694 -0.69348 4.12680 0.12
C -3.48940 2.43023 -4.84305 -0.11
O -2.34536 3.27873 -5.08642 -0.27
P -0.97050 2.50923 -5.71190 0.62
O -0.11801 2.77797 -4.51451 -0.27
O -0.78073 3.62877 -6.88005 -0.26
C -1.23367 4.96885 -6.72611 -0.11
O 0.15138 1.53121 -6.48165 -0.23
C -0.29871 0.83871 -7.66161 -0.12
H -4.28265 3.03650 -4.41142 0.09
H -3.85126 1.99676 -5.77911 0.08
H -3.23645 1.63102 -4.14234 0.07
H -0.99966 5.36012 -5.73681 0.09
H -2.30388 5.02354 -6.92007 0.08
H -0.72084 5.57499 -7.47290 0.09
H -0.62287 1.54791 -8.42620 0.08
H -1.12037 0.16233 -7.41659 0.07
H 0.53250 0.25538 -8.05230 0.09
C -0.14281 0.21327 7.31892 -0.12
O -1.11889 -0.77790 6.95652 -0.26
P -0.87189 -2.32556 7.59502 0.59
O -0.63540 -3.04587 6.31104 -0.26
O -2.40758 -2.45644 8.11192 -0.26
C -3.48504 -1.82271 7.42849 -0.10
O -0.42163 -3.54662 8.64131 -0.23
C -0.32832 -3.20092 10.03580 -0.12
H -0.39578 1.14551 6.81751 0.09
H -0.15141 0.38551 8.39832 0.08
H 0.85708 -0.09819 7.00505 0.09
H -3.39375 -1.93010 6.34874 0.07
H -3.52925 -0.77173 7.70922 0.09
H -4.41174 -2.29755 7.74924 0.09
H -1.29170 -2.85133 10.41260 0.08
H 0.42736 -2.42783 10.18765 0.08
H -0.03582 -4.09087 10.58841 0.09
C 7.60526 2.42668 -1.11306 -0.11
O 8.68465 2.11844 -0.21735 -0.27
P 8.44100 0.85743 0.88358 0.60
O 8.52814 1.68224 2.12439 -0.27
O 9.85472 0.14009 0.50329 -0.26
C 10.98074 0.88355 0.05398 -0.11
O 7.94036 -0.55777 1.62242 -0.24
C 7.50983 -1.68045 0.82844 -0.11
H 7.89482 3.28350 -1.71744 0.09
H 7.40543 1.58189 -1.77891 0.08
H 6.69821 2.67758 -0.55700 0.08
H 11.12014 1.79272 0.63785 0.09
H 10.87314 1.11690 -1.00455 0.08
H 11.86035 0.25112 0.17543 0.09
H 8.31460 -2.01137 0.16801 0.08
H 6.63161 -1.42326 0.23485 0.06
H 7.25119 -2.49226 1.50439 0.09
C 2.52881 7.30278 0.41348 -0.12
O 2.62989 6.13407 -0.41871 -0.26
P 3.52236 4.84763 0.21931 0.59
O 4.61238 4.81788 -0.79342 -0.26
O 2.37171 3.76361 -0.16131 -0.27
C 1.53201 3.95205 -1.29512 -0.10
O 4.17071 3.74029 1.29427 -0.23
C 3.48480 3.57080 2.54768 -0.12
H 1.96517 8.06163 -0.12551 0.09
H 1.99996 7.07006 1.34136 0.08
H 3.52153 7.69689 0.64581 0.09
H 2.08978 4.31096 -2.15841 0.10
H 0.72094 4.63527 -1.04728 0.09
H 1.09661 2.98414 -1.54497 0.07
H 2.45944 3.23080 2.38433 0.08
H 3.47570 4.50788 3.10731 0.08
H 4.01744 2.82068 3.12812 0.09
```